1.
Computed, not measured: a cluster of 8 separate species, C21H30ClO25 in total at a distorted geometry, with the ωB97M-V functional and the def2-TZVPD basis.

Last column: Löwdin charge in e.
Element x y z (Å)
Cl 0.3823 -0.0670 0.4337  0.6411
O 1.1398 -0.6884 -0.6297  -0.3691
O 1.1353 -0.0732 1.6662  -0.3556
O 0.1893 1.3598 0.1758  -0.3902
O -0.8883 -0.7223 0.6134  -0.3621
C -2.5905 -4.0144 0.4043  -0.0979
C -1.1453 -4.0281 -0.0713  -0.0624
O -0.6511 -5.3074 0.4398  0.0542
C -1.7052 -6.1031 0.6891  -0.5821
O -1.6552 -7.2724 0.8979  0.1482
O -2.8589 -5.3891 0.6794  0.0723
H -3.2675 -3.6860 -0.3811  0.1131
H -2.7550 -3.3390 1.2443  0.1151
H -0.4674 -3.2831 0.3235  0.1183
H -1.0842 -4.1664 -1.1467  0.1107
C -4.0853 3.0874 1.9121  -0.1202
C -2.5646 3.0942 1.6706  -0.0846
O -2.0849 2.4164 2.8477  0.0595
C -3.0471 2.3442 3.7850  -0.5800
O -2.8711 1.9821 4.9020  0.1568
O -4.2413 2.7228 3.2717  0.0615
H -4.5891 2.3713 1.2611  0.1275
H -4.5553 4.0546 1.7329  0.1252
H -2.0942 4.0719 1.6133  0.1298
H -2.2970 2.4572 0.8316  0.1077
C -0.8016 -2.0213 -3.6147  -0.1031
C -0.5259 -3.3945 -4.1929  -0.1409
O -1.7531 -4.0709 -4.0178  0.0656
C -2.4971 -3.3956 -3.0951  -0.5729
O -3.5860 -3.7164 -2.7668  0.1807
O -1.7883 -2.3376 -2.6087  0.0264
H -1.2481 -1.2863 -4.2826  0.1276
H 0.0650 -1.6537 -3.0649  0.1246
H 0.2798 -3.9135 -3.6626  0.1324
H -0.1147 -3.3122 -5.2045  0.1306
C 3.3544 1.1036 -2.3072  -0.1089
C 3.2306 2.1193 -3.4456  -0.1112
O 4.2517 3.0744 -3.1441  0.0552
C 5.1268 2.5272 -2.2622  -0.5685
O 6.1629 3.0168 -1.9514  0.1566
O 4.6602 1.3576 -1.7918  0.0679
H 3.2625 0.0824 -2.6634  0.1298
H 2.6066 1.2872 -1.5356  0.1092
H 2.2629 2.6099 -3.4957  0.1250
H 3.4499 1.6707 -4.4177  0.1249
C -0.5229 -1.7475 4.0245  -0.0868
C -1.9552 -1.5678 3.5678  -0.1069
O -2.5282 -2.8688 3.7970  0.0384
C -1.8253 -3.4610 4.7967  -0.5832
O -2.1933 -4.4063 5.4134  0.1535
O -0.6461 -2.8365 4.9730  0.0569
H -0.1281 -0.8774 4.5368  0.1343
H 0.1533 -2.0923 3.2452  0.1207
H -2.1034 -1.3278 2.5192  0.0992
H -2.5035 -0.8296 4.1584  0.1259
C -2.1178 1.4827 -2.6792  -0.1076
C -2.8161 2.7534 -3.1211  -0.1172
O -4.1728 2.4520 -2.7692  0.0430
C -4.3350 1.0990 -2.8932  -0.5624
O -5.3761 0.5612 -3.0632  0.1749
O -3.1287 0.4877 -2.8854  0.0520
H -1.8943 1.5139 -1.6117  0.1152
H -1.2339 1.2357 -3.2601  0.1285
H -2.7418 2.9774 -4.1853  0.1296
H -2.4864 3.6092 -2.5365  0.1296
C 6.9713 4.0365 1.1404  -0.0347
O 6.4932 3.8655 2.4877  -0.0061
C 5.6910 2.8421 2.7914  -0.6234
O 5.4391 2.5506 3.9259  0.1334
O 5.2170 2.2389 1.6994  -0.0201
C 4.1782 1.2892 1.9285  -0.0268
H 6.1246 4.3576 0.5348  0.0870
H 7.3811 3.1046 0.7662  0.0942
H 7.6990 4.8394 1.1662  0.0895
H 4.5294 0.3534 2.3565  0.1040
H 3.6780 1.0434 0.9935  0.0758
H 3.4066 1.7525 2.5414  0.1020

Net charge: -1
Highest occupied orbital energy, eV: -7.799
LUMO level, eV: 1.5
HOMO-LUMO gap, eV: 9.3

=====

2.
Computed, not measured: a structure of composition C21H30CrN2OS2SeSi, with the ωB97M-V functional and the def2-TZVPD basis.

Last column: natural (NBO) charge in e.
Element x y z (Å)
Cr -0.4914 -0.8070 -0.6214  0.7359
C -0.1584 0.9959 1.9610  -0.4173
N -0.3313 -0.4222 1.5532  -0.5172
C 0.8724 -1.1952 1.9397  -0.2371
C 1.9680 -1.0089 0.8956  -0.2316
N 1.5428 -1.5864 -0.4000  -0.4893
C 1.6947 -3.0606 -0.3604  -0.4061
C 2.2887 -1.1239 -1.5654  0.1114
C 3.6413 -0.8373 -1.4933  -0.1861
C 4.3368 -0.4609 -2.6325  -0.2468
C 3.6686 -0.4034 -3.8484  -0.2113
C 2.3171 -0.7081 -3.9176  -0.2046
C 1.5988 -1.0645 -2.7776  -0.1653
S -0.1343 -1.3835 -2.8389  -0.1336
C -1.5910 -0.8629 2.1416  0.2320
C -1.6468 -1.4242 3.4038  -0.2553
C -2.8704 -1.7672 3.9653  -0.2401
C -4.0363 -1.5173 3.2553  -0.2193
C -3.9755 -0.9430 1.9914  -0.2184
C -2.7546 -0.6101 1.4025  -0.2057
S -2.6468 0.0926 -0.2154  -0.1980
H -0.1563 1.0513 3.0554  0.1785
H -0.9835 1.5785 1.5595  0.2366
H 0.7645 1.3965 1.5516  0.2355
H 0.5847 -2.2411 2.0249  0.2431
H 1.2588 -0.8577 2.9085  0.1900
H 2.8824 -1.4921 1.2605  0.1872
H 2.1697 0.0499 0.7323  0.2507
H 2.7582 -3.3077 -0.2795  0.1798
H 1.2949 -3.4793 -1.2825  0.2286
H 1.1418 -3.4780 0.4745  0.2268
H 4.1549 -0.8784 -0.5396  0.1997
H 5.3876 -0.2063 -2.5652  0.2017
H 4.1991 -0.1017 -4.7439  0.2026
H 1.7807 -0.6361 -4.8558  0.2152
H -0.7316 -1.6067 3.9566  0.2050
H -2.9074 -2.2222 4.9479  0.2012
H -4.9975 -1.7824 3.6806  0.2017
H -4.8809 -0.7589 1.4249  0.2146
C 0.6366 4.9541 -1.8984  -1.1204
Si -0.0939 3.6461 -0.7627  1.4681
C 0.2578 4.2533 0.9931  -1.1278
C -1.9509 3.6338 -1.0158  -1.1428
Se 0.8421 1.6736 -1.2133  -0.8148
H 0.2837 5.9579 -1.6313  0.2129
H 0.3625 4.7531 -2.9382  0.2318
H 1.7283 4.9380 -1.8312  0.2311
H 0.0569 5.3276 1.0902  0.2179
H 1.3097 4.0763 1.2354  0.2287
H -0.3560 3.7299 1.7319  0.2215
H -2.4207 4.5900 -0.7520  0.2139
H -2.4079 2.8374 -0.4226  0.2516
H -2.1663 3.4186 -2.0670  0.2334
C -2.4654 -3.1324 -1.3026  -0.7533
C -1.3968 -2.5761 -0.3771  0.3381
O -1.1052 -3.2143 0.6259  -0.6626
H -2.9906 -3.9539 -0.8108  0.2114
H -1.9758 -3.4960 -2.2093  0.2329
H -3.1606 -2.3469 -1.5936  0.2335

Expectation value of S²: 0.7664
Net charge: -1
Relative energy (zero: lowest compared OMol25 entry of this formula, charge and spin), kcal per mole: 0.0
Highest occupied orbital energy (spin up / spin down), eV: -3.926 / -3.948
Multiplicity: 2
LUMO level (spin up / spin down), eV: 2.7 / 2.7
HOMO-LUMO gap (spin up / spin down), eV: 6.7 / 6.7

=====

3.
Computed, not measured: an isolated molecule of C21H30N4O3S2, with the ωB97M-V functional and the def2-TZVPD basis.

Last column: natural (NBO) charge in e.
Element x y z (Å)
C 0.1154 -4.3767 -2.5608  -0.6380
C -1.2238 -3.6897 -2.3168  -0.0617
H -1.5193 -3.7753 -1.2656  0.1842
H -1.9988 -4.1532 -2.9344  0.1904
O -1.2246 -2.3334 -2.7247  -0.5329
C -0.6173 -1.3929 -1.9352  0.3350
C -0.0469 -1.6359 -0.6976  -0.3557
C 0.5156 -0.6031 0.0406  0.1868
C 0.5227 0.7049 -0.4792  0.2507
C -0.0322 0.9468 -1.7217  -0.3090
C -0.6054 -0.0867 -2.4522  0.0909
N -1.1867 0.1037 -3.7061  -0.5917
C -1.3534 1.2568 -4.4053  0.6556
O -1.0016 2.3615 -4.0259  -0.6190
C -2.0139 1.0834 -5.7090  -0.3113
C -2.2997 2.0958 -6.5850  -0.1957
C -2.9337 1.6499 -7.7595  -0.2594
C -3.1250 0.3040 -7.7687  -0.3887
S -2.5353 -0.4474 -6.3444  0.4283
H -3.5790 -0.3007 -8.5289  0.2383
H -3.2346 2.2988 -8.5621  0.2282
H -2.0538 3.1202 -6.3728  0.2443
H -1.5349 -0.7591 -4.1057  0.4177
H -0.0433 1.9296 -2.1585  0.2636
O 1.1202 1.6546 0.3202  -0.5291
C 1.0897 3.0123 -0.0785  -0.0583
C -0.2711 3.6651 0.1407  -0.6385
H -1.0274 3.1996 -0.4849  0.2231
H -0.5729 3.5653 1.1812  0.2076
H -0.2103 4.7203 -0.1100  0.2182
H 1.4037 3.1135 -1.1230  0.1816
H 1.8417 3.4928 0.5557  0.1877
N 1.1199 -0.7705 1.2828  -0.6045
C 1.0619 -1.7635 2.2062  0.3015
N 1.8441 -1.5313 3.2914  -0.6113
H 2.1354 -0.5635 3.4298  0.4140
C 1.6147 -2.1843 4.5579  -0.2284
H 1.2262 -3.1858 4.3605  0.2467
C 0.6201 -1.3945 5.4156  -0.4200
H -0.3321 -1.3399 4.8865  0.2120
H 0.4495 -1.9351 6.3477  0.2176
C 1.1273 0.0074 5.7635  -0.2209
N 1.3788 0.8445 4.5923  -0.4669
C 0.1509 1.2983 3.9634  -0.4272
H 0.3998 1.8628 3.0654  0.2063
H -0.4549 0.4438 3.6706  0.2111
H -0.4461 1.9390 4.6288  0.1723
C 2.2299 1.9724 4.9194  -0.4055
H 1.7767 2.6454 5.6618  0.1687
H 2.4260 2.5425 4.0119  0.2001
H 3.1787 1.6093 5.3129  0.2006
H 0.4088 0.4923 6.4463  0.1742
H 2.0758 -0.0964 6.2984  0.1942
H 2.5751 -2.2678 5.0739  0.1905
S 0.1818 -3.1580 2.0532  -0.2883
H 1.6009 0.0736 1.5744  0.4102
H -0.0389 -2.6224 -0.2708  0.2626
H 0.9007 -3.9155 -1.9679  0.2188
H 0.3857 -4.3032 -3.6116  0.2107
H 0.0395 -5.4249 -2.2864  0.2177

Structure (SMILES): CCOc1cc(NC(=S)NCCCN(C)C)c(OCC)cc1NC(=O)c1cccs1
Relative energy (zero: lowest compared OMol25 entry of this formula, charge and spin), kcal per mole: 0.0
Highest occupied orbital energy, eV: -7.242
LUMO level, eV: 0.4
HOMO-LUMO gap, eV: 7.7

=====

Calculated total energy readings, ordered: -85969.41394; -150611.15337; -56037.65265 eV